a) ORCA calculation (ωB97M-V/def2-TZVPD) on an isolated ion of composition C5H13N2O and charge +1.

CARTESIAN COORDINATES (ANGSTROEM)
C  -1.80305  -1.08397  -0.65602
O  -1.92216  -2.38285  -1.24719
C  -0.47559  -0.94593  0.04687
C  -0.11255  0.47991  0.52550
C  1.01886  1.06522  -0.26689
C  1.60759  2.19910  0.21180
N  2.42559  3.02130  -0.46327
N  -0.45567  -1.95199  1.16499
H  -2.02695  -0.26122  -1.32585
H  -2.70549  -1.23825  0.00359
H  -1.71840  -2.39524  -2.18736
H  0.34817  -1.19470  -0.66477
H  0.13974  0.46783  1.60166
H  -1.00102  1.12021  0.38967
H  1.11869  0.73780  -1.28261
H  1.38086  2.39740  1.26559
H  2.69850  2.96415  -1.42734
H  2.69807  3.87239  -0.00304
H  -0.42848  -1.58104  2.12193
H  0.35657  -2.57915  1.08721
H  -1.14328  -2.71099  1.10554

SMILES = N/C=C/C[C@@H]([NH3+])CO
charge = +1
orbital gap = 7.79 eV

Atomic partial charges in e from the natural (NBO) method, atoms 1 to 5: C -0.103; O -0.741; C -0.080; C -0.426; C -0.403

b) ORCA calculation (ωB97M-V/def2-TZVPD) on an isolated ion of composition C5H13N2O and charge +1.

CARTESIAN COORDINATES (ANGSTROEM)
C  2.44150  -1.18570  -0.32435
O  3.67546  -0.56323  -0.50409
C  1.22975  -0.28066  -0.75680
C  0.69881  0.35820  0.55916
C  -0.77412  0.61218  0.47025
C  -1.70378  -0.33138  0.71596
N  -3.10655  -0.26809  0.38904
N  -1.05143  1.87135  -0.01915
H  2.43930  -1.48814  0.74463
H  2.39439  -2.11737  -0.90029
H  3.73992  0.19918  -1.07668
H  1.58618  0.26836  -1.61304
H  0.40749  -0.82672  -1.21238
H  1.24930  1.32540  0.70243
H  0.84046  -0.28641  1.46382
H  -1.33055  -1.24342  1.12538
H  -3.67295  0.19551  1.10293
H  -3.16733  0.35145  -0.44161
H  -3.51712  -1.20252  0.26470
H  -0.37653  2.43232  -0.50852
H  -2.00220  2.17968  -0.18139

SMILES = N/C(=C\[NH3+])CCCO
charge = +1
orbital gap = 8.95 eV

Atomic partial charges in e from the natural (NBO) method, atoms 1 to 5: C -0.041; O -0.723; C -0.437; C -0.447; C 0.278

c) ORCA calculation (ωB97M-V/def2-TZVPD) on a 2-piece molecular cluster, C5H13N2O overall.

CARTESIAN COORDINATES (ANGSTROEM)
C  -0.75233  -0.73731  -1.91569
C  -1.63514  -0.00897  -0.78198
C  -0.90152  0.08445  0.62790
C  -0.76790  -0.93482  1.44918
C  -0.07984  1.78352  1.88958
N  -0.22798  1.36086  0.68395
N  0.53356  -0.01771  -2.13167
H  -0.82630  -1.82139  -1.81003
H  -1.35502  -0.60249  -2.82606
H  -2.62436  -0.52161  -0.77316
H  -1.78147  1.05076  -1.15818
H  -1.49920  -1.84625  1.31209
H  -0.18807  -0.98011  2.37542
H  -0.64691  1.33814  2.76101
H  0.05708  2.84508  2.00227
H  0.38738  0.67682  -2.94289
H  0.70897  0.55114  -1.31962
H  1.37169  -0.60827  -2.18061
H  3.41211  -1.48950  0.19814
H  2.65566  -0.15741  0.49935
O  2.82773  -1.11363  0.78028

charge = +1
orbital gap = 9.56 eV

Atomic partial charges in e from the natural (NBO) method, atoms 1 to 5: C -0.254; C -0.437; C 0.075; C -0.394; C -0.004

a) (6.9 kcal/mol below the next structure)

a) ORCA calculation (ωB97M-V/def2-TZVPD) on an isolated ion of composition C5H13N2O and charge +1.

CARTESIAN COORDINATES (ANGSTROEM)
N  -1.20192  1.70891  -1.87526
C  -0.89287  1.63939  -0.36198
C  -1.05851  0.20490  0.00611
N  -0.34836  -0.24210  1.02424
C  1.11667  -0.03226  1.41984
C  1.92844  -1.26929  1.05496
C  2.17099  -1.81336  -0.33897
O  -2.07337  -0.37598  -0.45640
H  -1.34662  0.75956  -2.24588
H  -2.04374  2.20415  -1.98411
H  -0.53459  2.15960  -2.48307
H  0.14381  1.95764  -0.20493
H  -1.52809  2.23936  0.31862
H  -0.80649  -1.07090  1.42912
H  1.23934  0.02506  2.49195
H  1.38097  0.91180  0.76232
H  1.63488  -2.27146  1.58419
H  2.95684  -1.15034  1.51071
H  1.33924  -1.56085  -1.09575
H  2.53910  -2.80819  -0.36073
H  2.87596  -1.03150  -0.79382

SMILES = CCCNC(=O)C[NH3+]
charge = +1
orbital gap = 10.18 eV

Atomic partial charges in e from the natural (NBO) method, atoms 1 to 5: N -0.668; C -0.312; C 0.608; N -0.578; C -0.198

b) ORCA calculation (ωB97M-V/def2-TZVPD) on a 2-piece molecular cluster, C5H13N2O overall.

CARTESIAN COORDINATES (ANGSTROEM)
C  -1.12863  -0.22221  -2.12640
C  -0.24826  -0.93368  -2.81989
C  -2.10927  0.27607  -0.02748
N  -1.53547  -0.54648  -0.81405
H  -1.49488  0.71843  -2.51237
H  0.18304  -1.86537  -2.48806
H  0.01898  -0.52372  -3.78238
H  -2.25537  -0.02118  1.00076
H  -2.36977  1.26355  -0.38308
H  -1.09475  -1.36724  -0.39616
C  0.66727  1.57173  2.06903
N  0.73646  0.68643  0.88634
C  1.39670  -0.55800  1.09259
O  0.95828  -1.45736  0.05017
H  0.60265  0.99048  2.98445
H  -0.21994  2.19198  1.95887
H  1.54789  2.21285  2.12532
H  1.12607  1.19313  0.10392
H  2.49052  -0.47468  1.03101
H  1.11695  -0.98934  2.05056
H  1.61151  -2.14541  -0.00314

charge = +1
orbital gap = 8.10 eV

Atomic partial charges in e from the natural (NBO) method, atoms 1 to 5: C -0.084; C -0.288; C 0.135; N -0.407; H 0.225

c) ORCA calculation (ωB97M-V/def2-TZVPD) on a 2-piece molecular cluster, C5H13N2O overall.

CARTESIAN COORDINATES (ANGSTROEM)
N  0.76406  2.26033  0.80054
C  -0.41612  1.90142  -0.00872
C  -0.52511  -2.29186  1.05771
C  -0.19446  -1.16930  1.86608
O  0.73728  -0.29842  1.67264
C  0.06630  0.98568  -1.21726
N  -0.62712  -0.39699  -1.45749
C  0.14438  -1.12153  -2.46928
H  -1.09939  1.32482  0.67598
H  0.56494  3.08956  1.37005
H  0.94874  1.50948  1.45014
H  -0.92839  2.75422  -0.33938
H  0.12086  -2.76512  0.35164
H  -1.32756  -2.99566  1.44898
H  -0.89687  -0.97600  2.80808
H  1.18196  0.79861  -1.05241
H  -0.09620  1.52129  -2.12727
H  -0.52804  -0.79872  -0.50061
H  -0.18971  -0.77282  -3.56268
H  -0.29270  -2.06286  -2.43554
H  1.23559  -1.10928  -2.24061

charge = +1
orbital gap = 4.33 eV

Atomic partial charges in e from the natural (NBO) method, atoms 1 to 5: N -0.674; C -0.242; C -0.083; C 0.200; O -0.413

a) (11.7 kcal/mol below the next structure)

a) ORCA calculation (ωB97M-V/def2-TZVPD) on one molecule with the formula C5H10N2O3S.

CARTESIAN COORDINATES (ANGSTROEM)
C  1.84096  1.50123  -1.61106
C  1.04996  1.07893  -0.42939
C  -0.85672  0.18207  0.55068
C  -0.15518  -0.72718  1.38045
C  -2.18921  -0.33759  0.16705
H  3.99490  1.50175  -1.08045
H  2.91185  2.57775  -0.21864
H  1.79891  0.69371  -2.24129
H  1.16257  2.39555  -1.92574
H  -0.31560  -0.23497  -1.50073
H  -1.10324  1.16221  1.09118
H  -2.65192  -0.81363  1.13208
H  -2.95577  0.29183  -0.42351
H  -1.95615  -2.91022  -0.28392
H  1.31022  0.47538  1.50516
N  3.05808  2.16116  -1.23962
N  -0.24651  0.49294  -0.71118
O  1.34576  1.65716  0.62359
O  -0.72104  -1.73035  1.92546
O  1.09742  -0.49217  1.77252
S  -2.11205  -1.83624  -1.08234

SMILES = NCC(=O)N[C@@H](CS)C(=O)O
orbital gap = 9.77 eV

Atomic partial charges in e from the natural (NBO) method, atoms 1 to 5: C -0.316; C 0.713; C -0.253; C 0.746; C -0.458

b) ORCA calculation (ωB97M-V/def2-TZVPD) on one molecule with the formula C5H10N2O3S.

CARTESIAN COORDINATES (ANGSTROEM)
C  -1.57120  0.50868  -2.08589
C  -1.37648  0.02982  -0.57237
C  0.44206  -0.23190  1.08447
C  1.55893  0.72791  1.51310
C  0.89697  -1.72512  1.07943
H  -0.36900  1.50449  -3.40058
H  -0.70907  2.46229  -1.98407
H  -1.27750  -0.47382  -2.64379
H  -2.65629  0.84370  -2.33234
H  0.41872  0.75232  -0.94790
H  -0.43845  -0.07429  1.81307
H  1.55847  -1.92905  1.90072
H  1.52285  -1.97327  0.16905
H  -1.49360  -1.87629  1.11543
H  2.82819  1.04036  2.94663
N  -0.50876  1.48090  -2.41165
N  -0.05534  0.17869  -0.22542
O  -2.32860  -0.38410  0.06963
O  2.08506  1.54362  0.78872
O  2.05936  0.41940  2.71411
S  -0.58632  -2.82435  1.40966

SMILES = NCC(=O)N[C@@H](CS)C(=O)O
orbital gap = 9.42 eV

Atomic partial charges in e from the natural (NBO) method, atoms 1 to 5: C -0.317; C 0.686; C -0.169; C 0.789; C -0.498

b) (48.2 kcal/mol below the next structure)

a) ORCA calculation (ωB97M-V/def2-TZVPD) on a 3-piece molecular cluster, C5H14O2 overall.

CARTESIAN COORDINATES (ANGSTROEM)
C  -0.02530  0.91450  -1.86818
C  1.10606  0.73413  -0.87919
C  1.87895  -0.35653  -0.89671
C  2.82261  -0.79449  0.18154
C  1.22361  1.82828  0.13645
H  0.26485  1.65116  -2.62954
H  -0.87928  1.38332  -1.38403
H  -0.16947  -0.03696  -2.36850
H  1.95903  -0.84821  -1.85489
H  3.65681  -1.33112  -0.29573
H  3.42522  -0.04047  0.69068
H  2.32603  -1.42679  0.90550
H  1.55825  2.76099  -0.34010
H  2.02614  1.65073  0.85425
H  0.34600  2.00267  0.76644
H  -5.55349  -1.95576  0.31364
H  -6.49398  -0.84396  0.60447
O  -6.15827  -1.35640  -0.13873
H  0.49317  -0.28710  1.69595
H  -0.21430  -0.67793  3.02685
O  0.64040  -0.52613  2.61751

SMILES = CC=C(C)C.O.O
orbital gap = 9.43 eV

Atomic partial charges in e from the natural (NBO) method, atoms 1 to 5: C -0.641; C 0.016; C -0.210; C -0.667; C -0.672

b) ORCA calculation (ωB97M-V/def2-TZVPD) on a 2-piece molecular cluster, C5H14O2 overall.

CARTESIAN COORDINATES (ANGSTROEM)
C  -0.10209  -0.90457  -1.19864
O  0.86962  -0.41491  -2.12442
C  -1.15320  0.12077  -0.76454
C  -0.57231  1.54232  -0.49859
C  0.76924  1.57167  0.22273
C  0.78191  0.89660  1.61128
H  -0.56398  -1.74828  -1.71084
H  0.45105  -1.21956  -0.31078
H  0.78647  0.53744  -2.25367
H  -1.90538  0.16767  -1.55139
H  -1.62959  -0.22696  0.15000
H  -0.42337  1.94016  -1.49855
H  -1.32861  2.06778  0.06353
H  1.55359  1.21097  -0.42642
H  1.01099  2.61928  0.42644
H  -0.01666  0.17944  1.81428
H  0.73523  1.65991  2.38482
H  1.71612  0.37286  1.78060
H  -0.38598  -1.95162  1.32193
H  -0.86435  -3.25820  1.96779
O  -0.57075  -2.36590  2.16904

SMILES = CCCCCO.O
orbital gap = 11.15 eV

Atomic partial charges in e from the natural (NBO) method, atoms 1 to 5: C -0.062; O -0.727; C -0.431; C -0.397; C -0.416

c) ORCA calculation (ωB97M-V/def2-TZVPD) on a 2-piece molecular cluster, C5H14O2 overall.

CARTESIAN COORDINATES (ANGSTROEM)
C  1.02197  0.32867  0.13892
O  1.93739  0.30493  1.30684
C  -0.49067  0.43841  0.84207
C  -1.29929  -0.87030  0.64423
C  -1.35440  -1.50635  -0.72415
C  -1.79468  -0.63042  -1.92329
H  1.16822  1.29302  -0.40630
H  1.14944  -0.62124  -0.51229
H  2.60425  -0.19213  0.83646
H  -0.52993  0.86005  1.84012
H  -0.93725  1.25018  0.24206
H  -0.87608  -1.70713  1.29471
H  -2.38361  -0.79755  0.83429
H  -0.44308  -2.03596  -1.10141
H  -1.99420  -2.41909  -0.68078
H  -1.10515  0.15845  -2.11819
H  -2.99772  -0.22517  -1.99140
H  -1.64501  -1.18653  -2.84032
H  3.30374  1.66436  1.34191
H  3.30618  3.27407  1.84323
O  3.35989  2.61974  1.13328

SMILES = CCCCCO.O
orbital gap = 11.16 eV

Atomic partial charges in e from the natural (NBO) method, atoms 1 to 5: C -0.090; O -0.732; C -0.418; C -0.413; C -0.407

d) ORCA calculation (ωB97M-V/def2-TZVPD) on a 3-piece molecular cluster, C5H14O2 overall.

CARTESIAN COORDINATES (ANGSTROEM)
C  -2.61132  0.21273  -0.00375
C  -1.25875  0.87796  -0.21384
C  -0.45608  0.12343  -1.32175
C  0.82427  0.79818  -1.73229
C  2.02214  0.48054  -1.23120
H  -3.10286  0.61965  0.88286
H  -3.30979  0.31442  -0.83676
H  -2.48403  -0.86615  0.10998
H  -1.37975  1.85762  -0.68180
H  -0.67655  0.93581  0.70408
H  -1.11951  0.08837  -2.18801
H  -0.33385  -0.90274  -0.98959
H  0.71395  1.58980  -2.46661
H  2.40285  0.27055  -0.24109
H  2.82939  0.67571  -1.94483
H  0.62693  0.02219  3.08709
H  1.93013  -0.83409  2.85304
O  1.56525  0.05916  2.88939
H  0.73713  -1.62756  1.28085
H  1.68034  -2.67515  1.35275
O  1.40011  -2.02044  0.69150

SMILES = C=CCCC.O.O
orbital gap = 8.72 eV

Atomic partial charges in e from the natural (NBO) method, atoms 1 to 5: C -0.612; C -0.386; C -0.440; C -0.176; C -0.397

b) (9.3 kcal/mol below the next structure)